(1)
This record from the Open Molecules 2025 dataset describes C27H38Cl2IrN3O6 as an isolated structure at a distorted geometry. The level of theory is ωB97M-V with the def2-TZVPD basis set.

Each line ends with the Mulliken charge.
Atoms and positions in Å:
O  -0.93  -4.10  -0.58  -0.6071
C  -0.02  -3.88  -1.35  -0.5003
C  1.40  -4.24  -1.36  0.5498
C  2.31  -3.88  -0.36  -0.0820
H  2.07  -3.08  0.36  0.6400
C  3.52  -4.58  -0.32  -0.7084
H  4.28  -4.35  0.45  0.3587
C  3.77  -5.59  -1.28  -0.4550
H  4.62  -6.27  -1.14  0.3348
C  2.97  -5.72  -2.42  -0.4448
H  3.21  -6.41  -3.25  0.3331
C  1.81  -4.94  -2.51  -0.6885
H  1.17  -4.92  -3.40  0.4212
H  -0.25  -3.23  -2.23  -0.0129
C  -0.05  0.01  -3.38  -1.0611
C  0.98  0.34  -2.35  0.4695
H  0.48  -0.41  -4.24  0.5659
H  -0.60  0.91  -3.70  0.2331
H  -0.78  -0.75  -3.03  0.0185
C  2.28  -0.02  -2.52  0.0714
C  3.12  0.20  -3.72  -1.5581
H  2.76  -0.44  -1.63  0.4931
H  3.29  -0.78  -4.18  0.3862
H  4.09  0.53  -3.37  0.4405
H  2.76  0.90  -4.49  0.3521
Ir  0.32  0.79  -0.62  2.0236
Cl  1.23  2.71  -1.76  -0.4192
C  0.51  3.20  1.07  -0.3749
O  -0.36  2.37  0.64  -1.2115
N  0.21  4.02  2.06  0.3630
C  -1.16  4.16  2.49  -0.9028
C  1.20  4.98  2.50  -0.8451
H  1.53  3.32  0.67  0.6021
H  -1.67  3.19  2.50  0.2496
H  -1.70  4.85  1.84  0.3061
H  -1.12  4.58  3.50  0.3456
H  2.17  4.47  2.54  0.3381
H  0.90  5.35  3.48  0.2606
H  1.28  5.81  1.77  0.3054
H  -0.63  -4.50  3.39  0.3325
H  -0.84  -2.34  4.48  0.3279
C  -0.28  -4.09  2.43  -0.9623
C  -0.21  -1.96  3.66  -0.9122
N  -0.54  -2.65  2.42  0.4023
H  -0.78  -4.57  1.58  0.3719
C  -1.30  -2.08  1.46  -0.2633
O  -1.30  -0.87  1.15  -0.6733
H  -0.31  -0.88  3.55  0.1785
H  -1.93  -2.80  0.90  0.5507
H  0.81  -4.25  2.34  0.2791
H  0.82  -2.22  3.93  0.3324
H  -4.82  2.24  -1.57  0.3192
H  -5.60  -0.27  -1.05  0.3295
C  -4.14  1.74  -2.27  -0.9305
C  -4.78  -0.60  -1.69  -0.9239
N  -3.75  0.44  -1.73  0.2736
H  -3.26  2.38  -2.46  0.2534
C  -2.53  0.21  -1.25  0.8183
O  -1.64  1.12  -1.29  -0.9026
H  -4.33  -1.52  -1.31  0.2755
H  -2.36  -0.80  -0.82  -0.1418
H  -4.69  1.57  -3.20  0.3414
H  -5.16  -0.76  -2.71  0.3395
Cl  6.77  1.30  5.11  -0.2098
C  5.32  1.06  4.25  0.3516
C  4.08  1.30  4.86  -0.7716
C  2.90  1.14  4.13  -0.3152
C  2.96  0.77  2.77  0.1179
C  4.18  0.46  2.19  -0.1312
C  5.36  0.60  2.92  -0.7566
C  1.70  0.72  1.95  0.6101
O  0.61  0.86  2.51  -0.6589
O  1.87  0.55  0.64  -0.5786
H  4.06  1.62  5.91  0.4103
H  1.93  1.30  4.61  0.4854
H  4.19  0.10  1.17  0.4222
H  6.32  0.37  2.46  0.4189

spin multiplicity	5

---

(2)
This record from the Open Molecules 2025 dataset describes C38H60MnN2O2P3Si as an isolated structure. The level of theory is ωB97M-V with the def2-TZVPD basis set.

Each line ends with the Mulliken charge.
Atoms and positions in Å:
Mn  0.12  -0.99  -0.75  0.2529
C  1.40  -0.46  -4.66  -1.4293
C  -0.11  -0.70  -4.61  0.6948
C  -0.77  -0.31  -5.93  -1.8902
P  -0.80  -0.07  -3.00  1.2087
C  -2.63  -0.30  -3.18  0.6457
C  -2.98  -1.76  -3.45  -1.3772
C  -3.34  0.22  -1.93  -1.2830
C  -0.62  1.76  -2.91  -0.4187
C  -0.79  2.53  -4.06  -1.1664
C  -0.61  3.90  -4.03  -1.0068
C  -0.25  4.52  -2.84  -0.8612
C  -0.12  3.77  -1.69  -0.4513
C  -0.32  2.38  -1.68  1.0595
Si  -0.24  1.36  -0.07  1.2595
C  -1.74  1.85  0.98  1.0803
C  -2.64  2.84  0.56  -0.9254
C  -3.81  3.10  1.26  -1.0698
C  -4.10  2.38  2.41  -1.3258
C  -3.22  1.41  2.85  -1.0632
C  -2.04  1.13  2.15  0.7221
P  -0.75  -0.06  2.72  1.2518
C  -0.14  0.84  4.24  0.6458
C  1.29  0.43  4.60  -1.0948
C  -1.04  0.86  5.47  -1.5610
C  -1.58  -1.64  3.25  3.1724
C  -2.92  -1.65  3.97  -1.8663
C  -0.56  -2.50  3.99  -1.6797
C  1.30  1.91  0.91  0.3032
C  1.28  3.05  1.72  -0.8087
C  2.36  3.40  2.51  -0.8980
C  3.50  2.61  2.52  -1.0389
C  3.55  1.48  1.73  -1.0046
C  2.47  1.12  0.92  0.4015
P  2.58  -0.32  -0.19  0.5896
C  3.70  0.29  -1.54  0.5552
C  3.05  1.48  -2.24  -1.5651
C  5.12  0.66  -1.10  -1.7194
C  3.57  -1.60  0.71  0.5789
C  2.69  -2.22  1.79  -0.8797
C  4.10  -2.64  -0.27  -1.4595
H  1.83  -1.00  -5.51  0.5376
H  1.89  -0.80  -3.75  0.0588
H  1.62  0.60  -4.79  0.3047
H  -0.27  -1.78  -4.47  0.3887
H  -0.45  0.68  -6.26  0.4343
H  -1.86  -0.33  -5.89  0.3287
H  -0.46  -1.01  -6.70  0.4794
H  -2.94  0.31  -4.03  0.6240
H  -2.64  -2.39  -2.62  0.0250
H  -2.54  -2.14  -4.37  0.3062
H  -4.06  -1.88  -3.53  0.5165
H  -3.03  -0.32  -1.04  -0.1283
H  -4.42  0.10  -2.04  0.6495
H  -3.15  1.28  -1.76  0.2069
H  -1.09  2.07  -4.99  0.3197
H  -0.74  4.48  -4.93  0.4245
H  -0.09  5.59  -2.81  0.4516
H  0.13  4.27  -0.76  0.3961
H  -2.43  3.41  -0.34  0.4368
H  -4.49  3.87  0.91  0.4375
H  -5.01  2.58  2.96  0.4349
H  -3.46  0.87  3.75  0.5151
H  -0.08  1.87  3.85  0.4427
H  1.32  -0.57  5.05  0.2734
H  1.70  1.13  5.33  0.4898
H  1.94  0.44  3.73  -0.0610
H  -1.16  -0.13  5.90  0.2315
H  -2.02  1.27  5.26  0.3100
H  -0.58  1.49  6.24  0.4649
H  -1.74  -2.11  2.27  -2.0932
H  -2.88  -1.14  4.94  0.3040
H  -3.23  -2.68  4.16  0.5118
H  -3.71  -1.17  3.38  0.4625
H  -0.40  -2.14  5.01  0.2607
H  0.41  -2.52  3.48  0.2673
H  -0.92  -3.53  4.07  0.4808
H  0.38  3.66  1.75  0.4083
H  2.31  4.29  3.13  0.4238
H  4.34  2.87  3.15  0.4341
H  4.44  0.87  1.76  0.3327
H  3.76  -0.55  -2.25  0.7045
H  3.02  2.34  -1.57  0.2892
H  2.02  1.27  -2.54  -0.0291
H  3.62  1.75  -3.13  0.6683
H  5.10  1.52  -0.44  0.3361
H  5.71  0.93  -1.97  0.4793
H  5.63  -0.16  -0.59  0.3725
H  4.42  -1.11  1.19  0.5269
H  1.83  -2.74  1.34  0.0004
H  2.29  -1.47  2.48  -0.1390
H  3.25  -2.96  2.37  0.6479
H  3.33  -2.95  -0.99  0.1077
H  4.43  -3.54  0.26  0.4471
H  4.94  -2.27  -0.85  0.2970
C  -3.69  -3.74  0.63  -0.4191
O  -2.46  -4.34  0.15  -0.5562
C  -1.53  -3.50  -0.24  0.3383
O  -1.59  -2.28  -0.20  -0.3014
N  -0.42  -4.15  -0.72  -0.2745
N  0.53  -3.36  -1.38  -0.5231
H  -4.34  -4.58  0.84  0.2966
H  -4.11  -3.10  -0.14  0.2614
H  -3.50  -3.16  1.53  0.0319
H  -0.53  -5.12  -0.96  0.2834
H  0.44  -3.43  -2.39  0.2963
H  1.46  -3.64  -1.09  0.1874

net charge	+1
spin multiplicity	6

---

(3)
This record from the Open Molecules 2025 dataset describes a single C6H10 molecule. The level of theory is ωB97M-V with the def2-TZVPD basis set.

Each line ends with the Mulliken charge.
Atoms and positions in Å:
C  1.74  -0.42  0.53  -1.3672
C  0.73  0.09  -0.52  0.4515
C  0.06  1.37  -0.06  -0.7050
C  -1.20  1.16  0.33  -0.2995
C  -1.60  -0.29  0.18  -0.6481
C  -0.48  -0.85  -0.73  -0.7963
H  1.52  -0.01  1.52  0.3569
H  2.77  -0.13  0.28  0.3407
H  1.73  -1.51  0.61  0.3201
H  1.26  0.23  -1.48  0.3659
H  0.58  2.32  -0.02  0.3807
H  -1.85  1.91  0.76  0.3976
H  -1.61  -0.79  1.16  0.2475
H  -2.60  -0.41  -0.26  0.3450
H  -0.81  -0.77  -1.77  0.2897
H  -0.24  -1.90  -0.54  0.3206

---

(4)
This record from the Open Molecules 2025 dataset describes a single C5H6O molecule. The level of theory is ωB97M-V with the def2-TZVPD basis set.

Each line ends with the Mulliken charge.
Atoms and positions in Å:
C  1.14  -1.86  0.80  -0.8110
C  0.47  -0.81  0.39  0.1047
C  -0.16  0.21  -0.13  0.6438
C  -0.76  1.38  0.61  -1.1067
C  -0.24  0.21  -1.62  -0.1358
O  -0.66  1.15  -2.26  -0.4941
H  0.63  -2.78  1.06  0.2438
H  2.22  -1.83  0.89  0.2431
H  -0.48  1.37  1.67  0.3480
H  -1.85  1.36  0.53  0.2760
H  -0.43  2.31  0.16  0.3031
H  0.12  -0.72  -2.10  0.3851

---

(5)
This record from the Open Molecules 2025 dataset describes a single C5H10N2 molecule. The level of theory is ωB97M-V with the def2-TZVPD basis set.

Each line ends with the Mulliken charge.
Atoms and positions in Å:
C  -2.03  -0.34  0.01  -1.1919
C  -1.08  -0.27  -1.16  0.1043
N  -0.21  0.91  -1.36  -0.7240
C  0.39  -0.41  -1.02  0.1009
C  1.11  -0.80  0.21  -0.5255
C  2.18  0.12  0.65  -0.3481
N  0.90  0.21  1.38  -0.3062
H  -2.88  0.34  -0.14  0.3239
H  -1.56  -0.09  0.96  0.2436
H  -2.44  -1.36  0.11  0.3062
H  -1.52  -0.61  -2.09  0.3697
H  -0.28  1.51  -0.53  0.2402
H  0.90  -0.84  -1.88  0.3661
H  0.71  -0.32  2.21  0.3047
H  3.03  -0.22  1.23  0.2527
H  2.37  1.06  0.12  0.2285
H  0.40  1.10  1.31  0.2547

---

Energy above the lowest of the compared OMol25 structures with the same formula, charge and spin values, unit kJ/mol, following the record order: 378.47 0.00 21.51 138.02 422.37.